C57H91BN19O7P | the ωB97M-V functional and the def2-TZVPD basis

Calculated values
DFT total energy	-4159.526339	Ha
spin multiplicity	1
E_HOMO	-7.96	eV
HOMO-LUMO gap	8.1351	eV
strongest force on any atom	6.9	eV Å⁻¹

Element x y z (Å)
C (2.32, -1.38, 1.70)
C (0.85, -1.61, 1.11)
C (0.82, -1.21, -0.43)
N (-0.04, -0.12, -0.85)
C (-1.48, -0.21, -0.64)
C (-2.02, -1.70, -0.63)
C (-1.78, -2.51, -1.96)
O (-1.77, -3.94, -1.57)
C (-1.01, -4.62, -2.54)
C (-1.71, -4.82, -3.96)
O (0.11, -5.00, -2.29)
C (-1.91, 0.73, 0.62)
C (-0.80, 1.49, 1.48)
C (-0.61, 3.04, 1.22)
C (0.37, 3.40, 0.00)
P (2.18, 3.14, 0.43)
O (2.54, 1.73, 0.09)
O (3.02, 4.26, -0.54)
C (4.05, 3.60, -1.32)
C (3.49, 2.91, -2.63)
O (2.49, 3.56, 2.02)
C (3.78, 2.96, 2.35)
C (4.33, 3.42, 3.77)
B (-2.78, 0.01, 1.81)
O (-2.33, -1.22, 2.45)
C (-4.18, 0.58, 2.38)
C (-3.95, 1.92, 3.27)
N (-2.84, 1.72, 0.05)
C (-2.49, 2.02, -1.31)
O (-2.46, 3.10, -1.85)
C (-2.13, 0.56, -1.93)
C (-1.19, 1.01, -3.12)
C (-0.50, -0.11, -3.95)
N (-0.61, -0.31, -5.22)
C (-3.58, 0.15, -2.43)
C (-3.80, -0.06, -3.91)
C (-5.17, -0.45, -4.37)
C (-6.21, -0.56, -3.32)
N (-6.06, -0.35, -1.97)
C (-4.78, -0.03, -1.58)
H (2.48, -1.97, 2.62)
H (2.52, -0.27, 1.81)
H (3.05, -1.76, 0.92)
H (0.10, -1.08, 1.75)
H (0.67, -2.73, 1.19)
H (1.89, -0.89, -0.67)
H (0.71, -2.19, -1.01)
H (0.36, 0.81, -0.87)
H (-3.14, -1.77, -0.44)
H (-1.57, -2.33, 0.21)
H (-2.68, -2.39, -2.63)
H (-0.80, -2.32, -2.47)
H (-1.97, -5.91, -4.02)
H (-2.63, -4.16, -3.98)
H (-0.98, -4.47, -4.74)
H (0.24, 1.04, 1.42)
H (-1.07, 1.39, 2.58)
H (-0.05, 3.43, 2.14)
H (-1.54, 3.65, 1.17)
H (0.07, 2.94, -0.97)
H (0.26, 4.53, -0.13)
H (4.77, 4.41, -1.66)
H (4.67, 2.89, -0.69)
H (4.27, 2.18, -2.99)
H (3.24, 3.66, -3.44)
H (2.57, 2.30, -2.39)
H (4.52, 3.31, 1.56)
H (3.75, 1.84, 2.35)
H (3.66, 4.22, 4.22)
H (4.24, 2.52, 4.46)
H (5.41, 3.73, 3.73)
H (-2.06, -0.94, 3.35)
H (-4.91, 0.89, 1.57)
H (-4.67, -0.17, 3.06)
H (-4.14, 2.82, 2.60)
H (-2.89, 1.98, 3.66)
H (-4.72, 1.97, 4.10)
H (-3.23, 2.45, 0.64)
H (-1.78, 1.67, -3.84)
H (-0.37, 1.69, -2.72)
H (0.23, -0.79, -3.40)
H (0.00, -1.11, -5.49)
H (-3.02, 0.06, -4.69)
H (-5.36, -0.64, -5.47)
H (-7.24, -0.86, -3.67)
H (-4.63, 0.11, -0.47)
C (4.10, -4.25, 5.00)
C (4.08, -2.83, 4.68)
N (4.07, -1.69, 4.48)
H (3.42, -4.82, 4.36)
H (5.10, -4.68, 4.86)
H (3.81, -4.44, 6.03)
C (2.11, -0.22, 6.68)
C (0.68, -0.08, 6.42)
N (-0.45, 0.03, 6.21)
H (2.40, 0.30, 7.59)
H (2.40, -1.27, 6.79)
H (2.71, 0.19, 5.86)
C (-6.70, -1.35, -8.93)
C (-6.93, -1.47, -7.49)
N (-7.10, -1.56, -6.36)
H (-5.70, -1.68, -9.21)
H (-7.41, -1.95, -9.50)
H (-6.80, -0.31, -9.26)
C (0.86, -2.11, 9.79)
C (1.11, -3.04, 8.69)
N (1.31, -3.77, 7.83)
H (-0.21, -1.95, 9.94)
H (1.26, -2.48, 10.73)
H (1.31, -1.14, 9.60)
C (3.71, -0.26, -4.11)
C (2.87, -1.16, -4.90)
N (2.20, -1.86, -5.52)
H (4.30, 0.40, -4.75)
H (3.10, 0.37, -3.46)
H (4.41, -0.81, -3.48)
C (6.09, 0.35, 7.09)
C (5.22, 0.48, 8.26)
N (4.54, 0.58, 9.18)
H (6.29, 1.32, 6.62)
H (7.05, -0.10, 7.35)
H (5.63, -0.29, 6.32)
C (-3.35, -2.46, -11.52)
C (-4.79, -2.32, -11.72)
N (-5.93, -2.22, -11.87)
H (-3.02, -1.95, -10.62)
H (-3.06, -3.51, -11.44)
H (-2.80, -2.03, -12.36)
C (2.22, 7.43, -0.41)
C (2.38, 8.85, -0.14)
N (2.51, 9.98, 0.06)
H (1.69, 7.25, -1.35)
H (3.18, 6.92, -0.48)
H (1.65, 6.93, 0.38)
C (-4.39, -7.29, -1.94)
C (-4.57, -6.79, -3.29)
N (-4.68, -6.38, -4.36)
H (-3.35, -7.27, -1.64)
H (-4.95, -6.69, -1.21)
H (-4.74, -8.32, -1.84)
C (-2.79, 2.25, 7.88)
C (-3.08, 2.87, 9.17)
N (-3.31, 3.37, 10.19)
H (-2.19, 2.89, 7.25)
H (-2.25, 1.31, 8.01)
H (-3.71, 2.02, 7.33)
C (4.92, 7.38, -2.89)
C (4.08, 6.47, -3.67)
N (3.43, 5.76, -4.29)
H (5.51, 8.04, -3.53)
H (4.33, 8.01, -2.23)
H (5.63, 6.83, -2.26)
C (-4.25, -3.60, 2.25)
C (-4.68, -4.24, 1.01)
N (-5.01, -4.75, 0.04)
H (-3.61, -2.73, 2.06)
H (-5.10, -3.25, 2.83)
H (-3.68, -4.29, 2.88)
C (2.71, -6.04, 1.49)
C (2.67, -4.59, 1.61)
N (2.64, -3.43, 1.70)
H (3.48, -6.48, 2.13)
H (1.75, -6.49, 1.79)
H (2.91, -6.36, 0.47)
C (6.21, 11.72, -3.88)
C (5.98, 10.69, -2.87)
N (5.80, 9.88, -2.08)
H (6.10, 12.72, -3.46)
H (7.22, 11.65, -4.31)
H (5.50, 11.64, -4.71)
C (-1.39, -8.31, 0.29)
C (-0.44, -8.74, 1.32)
N (0.31, -9.08, 2.12)
H (-2.00, -7.48, 0.64)
H (-0.88, -7.99, -0.62)
H (-2.07, -9.12, 0.01)